--- a ---
{
  "formula": "C3H6N",
  "method": "ωB97M-V/def2-TZVPD",
  "symbols": ["H", "H", "H", "C", "H", "C", "N", "C", "H", "H"],
  "xyz": [[-2.3889, 0.6186, 0.7511], [2.7979, 1.2283, 0.1319], [-3.1785, -1.0332, -0.0539], [2.5959, 0.0668, -0.0445], [3.1820, -0.3088, 0.8228], [-2.9741, 0.0753, -0.0246], [1.2331, -0.0218, -0.0114], [0.0701, -0.1293, 0.0910], [2.9672, -0.4261, -0.8892], [-3.2892, 0.7074, -0.9235]],
  "lowdin_charge": [0.04, 0.16, 0.10, -0.10, 0.11, 0.49, -0.10, 0.12, 0.08, 0.11],
  "total_charge": 1,
  "homo_ha": -0.5686,
  "homo_lumo_gap_ev": 6.9551
}



--- b ---
{
  "formula": "C3H6N",
  "method": "ωB97M-V/def2-TZVPD",
  "symbols": ["C", "H", "H", "H", "C", "H", "C", "H", "H", "N"],
  "xyz": [[-1.5215, 0.6119, -0.1675], [-1.8521, -1.6755, -0.3258], [1.7903, 0.6398, 0.1822], [-0.3202, 0.0920, 1.4912], [1.0571, -0.0212, -0.1487], [1.6631, -0.8667, 0.1573], [-1.4307, -0.6385, -0.0883], [0.7930, -0.1180, -1.1514], [-1.8369, 1.6781, -0.3115], [-0.3677, 0.0523, 0.5043]],
  "lowdin_charge": [0.12, 0.19, 0.08, 0.16, 0.08, 0.10, 0.05, 0.08, 0.18, -0.05],
  "total_charge": 1,
  "homo_ha": -0.6117,
  "homo_lumo_gap_ev": 12.5461,
  "smiles": "C[NH+]1C=C1"
}



Energetically preferred structure: b | next structure: +160.1 kJ/mol



--- a ---
{
  "formula": "C20H26FN5O3",
  "method": "ωB97M-V/def2-TZVPD",
  "symbols": ["C", "N", "H", "F", "H", "C", "O", "H", "H", "O", "O", "H", "C", "H", "H", "H", "C", "H", "C", "H", "H", "H", "C", "H", "N", "C", "H", "C", "C", "N", "C", "N", "H", "C", "H", "C", "H", "C", "N", "C", "C", "H", "C", "H", "H", "H", "C", "H", "H", "H", "C", "H", "H", "C", "C"],
  "xyz": [[-0.8275, 0.1740, 0.5184], [-0.4282, 1.6615, -4.3546], [1.6285, -4.6652, -0.9069], [1.8119, -1.4021, 4.4961], [-1.3417, -1.2708, 3.5238], [1.8117, -0.5330, -0.5893], [0.1216, -2.1148, 2.3190], [1.5192, 2.0306, -3.8143], [-1.7229, -2.3492, 1.3979], [1.4743, 2.9175, 1.0394], [-0.6114, -4.6204, 0.0500], [-1.6702, 0.8497, 0.3929], [-0.3564, -1.7555, 3.5988], [2.4376, 0.8717, 0.9230], [0.6139, -3.9976, -2.1871], [-0.8018, -0.0390, -1.5949], [-2.1124, 2.3136, -2.7794], [-2.4377, 1.4034, -4.6949], [-1.7030, 1.7749, -3.9888], [-0.4657, -2.6485, 4.2258], [3.9451, -0.5087, -0.3102], [-3.1492, 4.7375, 1.7333], [1.3203, -3.7433, -1.3920], [0.9732, 3.0414, -1.6244], [0.7151, -2.8403, -0.4053], [-1.1529, 2.7752, -1.8825], [-3.3942, 4.4980, -0.7809], [0.6206, -1.4523, -0.9395], [-2.6088, 4.0507, -0.1948], [0.3844, 0.9477, 0.7391], [-0.8499, 3.0443, 0.6646], [-1.4697, 3.6035, 1.6856], [-1.0981, -3.7796, 2.2186], [-0.8044, -2.9109, 1.6232], [-1.5483, -1.3949, -0.7839], [-0.2358, -3.4992, 0.3427], [1.7974, 0.2491, -1.3585], [3.1728, -1.2142, -0.6201], [-2.5325, 4.2113, 1.1405], [-1.5232, 3.2870, -0.5587], [-0.7053, -0.7016, -0.7308], [0.1865, -0.4297, 5.1839], [0.1818, 2.6798, -2.2692], [2.1890, -3.2604, -1.8255], [1.5995, -0.5563, 1.5529], [-3.1650, 2.3444, -2.5274], [0.5970, -0.7838, 4.2364], [3.4323, -1.5621, -1.6202], [3.2003, -2.0645, 0.0635], [-1.0202, -0.4201, 1.4074], [1.6218, 0.1757, 0.7455], [0.7858, 0.0696, 3.5821], [0.6698, -1.6103, -2.0210], [0.4848, 2.1180, -3.4994], [0.4404, 2.2984, 0.8502]],
  "lowdin_charge": [-0.11, 0.06, 0.10, -0.04, 0.13, -0.28, -0.16, 0.11, 0.13, 0.07, 0.07, 0.12, -0.20, 0.13, 0.10, 0.10, -0.02, 0.10, -0.15, 0.14, 0.08, 0.15, -0.04, 0.12, -0.04, -0.18, 0.13, -0.22, -0.03, 0.00, -0.19, 0.12, 0.14, -0.13, 0.13, -0.42, 0.14, -0.05, -0.01, -0.14, -0.07, 0.13, -0.01, 0.07, 0.12, 0.11, -0.17, 0.08, 0.09, 0.09, -0.10, 0.12, 0.14, -0.14, -0.42],
  "homo_ha": -0.3365,
  "homo_lumo_gap_ev": 9.6257,
  "smiles": "C[C@@H]1CN(C(=O)c2n[nH]cc2-c2ccncc2)CC[C@@H]1N(C)C(=O)COCCF"
}



--- b ---
{
  "formula": "C20H26FN5O3",
  "method": "ωB97M-V/def2-TZVPD",
  "symbols": ["H", "H", "C", "C", "C", "H", "H", "C", "H", "H", "C", "N", "C", "N", "N", "C", "H", "C", "F", "H", "C", "H", "C", "H", "H", "C", "H", "C", "H", "H", "C", "H", "H", "C", "H", "C", "H", "O", "H", "C", "H", "H", "H", "H", "N", "C", "C", "O", "C", "O", "H", "H", "N", "H", "C"],
  "xyz": [[2.0472, 2.8403, -0.3513], [-3.3338, 2.1777, -3.0335], [4.2992, 0.5152, 0.4467], [-3.8417, 1.5549, 0.1041], [2.8959, 0.1977, 0.9638], [-4.0789, 2.1242, 0.9943], [-0.8645, 0.2693, -0.6545], [3.8979, 0.5158, -1.8617], [0.7847, 0.1068, -1.1511], [4.5236, 2.1418, -3.1162], [-3.6890, 0.1777, 0.1706], [-0.7577, -1.7078, 1.2411], [2.2799, 2.5628, 0.6796], [-2.5496, -4.0447, -0.3036], [1.9528, 1.1659, 0.9377], [-2.5634, -2.7691, 0.0314], [3.3293, 2.7748, 0.8564], [-3.4336, 1.5825, -2.1342], [2.5146, 2.2185, -2.8326], [4.8350, 1.0857, 1.2070], [-3.2566, 0.2073, -2.1719], [-1.1945, 0.7091, 2.1079], [-0.1671, -1.0927, 2.4152], [-0.7073, -1.3769, 3.3141], [4.6741, -0.2126, -2.1252], [-3.3828, -0.5185, -0.9925], [1.7009, 3.1987, 1.3501], [3.6743, 1.4604, -3.0128], [3.5684, 0.8921, -3.9426], [-0.3012, -2.1666, -0.7790], [0.0521, -1.5489, 0.0430], [-3.0041, -0.2868, -3.1013], [4.8306, -0.4273, 0.3083], [0.1145, -0.0606, -0.3012], [0.0636, 1.8086, 0.6452], [0.4451, 1.1374, 3.4155], [-0.1205, 0.8942, 4.3154], [4.3001, 1.2688, -0.7416], [-4.0711, -2.7603, -2.8744], [-3.1701, -1.9747, -0.9735], [1.0510, -1.9185, 0.2847], [1.4831, 0.8424, 3.5813], [0.8456, -1.4831, 2.5363], [2.9701, -0.0354, -1.6623], [-3.7155, 2.2585, -1.0211], [-3.5508, -2.8794, -1.9396], [-1.9832, -2.2750, 1.3029], [-2.6395, -2.3339, 2.3353], [0.5232, 0.8446, 0.8735], [2.6987, -0.9054, 1.4553], [-3.8059, -0.3424, 1.1137], [0.4186, 2.2222, 3.2904], [-3.1554, -4.0920, -1.4911], [-3.2962, -4.9686, -1.9571], [-0.1404, 0.4252, 2.2049]],
  "lowdin_charge": [0.09, 0.10, -0.11, -0.14, -0.43, 0.11, 0.10, -0.19, 0.11, 0.13, -0.01, -0.02, -0.02, 0.12, -0.04, -0.19, 0.09, -0.15, -0.05, 0.14, -0.03, 0.14, -0.10, 0.13, 0.14, -0.19, 0.09, -0.16, 0.12, 0.12, -0.11, 0.11, 0.13, -0.07, 0.14, -0.05, 0.08, -0.14, 0.13, -0.13, 0.11, 0.08, 0.12, 0.12, 0.06, -0.03, -0.42, 0.06, -0.22, 0.06, 0.12, 0.08, -0.01, 0.15, -0.28],
  "homo_ha": -0.3259,
  "homo_lumo_gap_ev": 9.4680,
  "smiles": "C[C@@H]1CN(C(=O)c2n[nH]cc2-c2ccncc2)CC[C@@H]1N(C)C(=O)COCCF"
}



Energetically preferred structure: b | next structure: +25.3 kJ/mol



--- a ---
{
  "formula": "C4H9N2S",
  "method": "ωB97M-V/def2-TZVPD",
  "symbols": ["C", "H", "N", "H", "C", "N", "H", "H", "S", "H", "H", "H", "C", "H", "H", "C"],
  "xyz": [[1.1506, -0.7602, 1.8685], [-0.8547, 1.2357, -2.3388], [1.4753, -0.4160, 0.5506], [-0.4621, 1.8255, 0.6155], [-0.8247, -1.3180, 0.1718], [-1.2519, 1.6285, -1.4500], [0.8357, 1.9592, -0.7811], [2.4444, -0.2981, 0.1645], [-0.7540, -0.7693, 1.9845], [-1.8733, -1.4202, -0.3417], [-2.1046, 1.0670, -1.1607], [-0.1932, -2.3291, 0.2302], [0.2570, -0.2107, -0.3722], [0.4266, -0.5689, -1.4876], [1.8685, -1.0056, 2.7661], [-0.1397, 1.3801, -0.4196]],
  "lowdin_charge": [-0.16, 0.08, 0.01, 0.12, -0.35, -0.02, 0.14, 0.18, 0.90, 0.13, 0.09, 0.12, -0.34, 0.17, 0.15, -0.23],
  "total_charge": 1,
  "homo_ha": -0.4967,
  "homo_lumo_gap_ev": 7.9663
}



--- b ---
{
  "formula": "C4H9N2S",
  "method": "ωB97M-V/def2-TZVPD",
  "symbols": ["H", "H", "H", "C", "H", "C", "N", "H", "C", "H", "H", "N", "H", "H", "S", "C"],
  "xyz": [[-2.5035, 2.0861, -0.5029], [-0.8801, 1.7192, -1.1465], [1.7653, -1.1479, -1.8761], [-0.9275, -0.8820, 0.9833], [0.2042, -0.5167, -1.7072], [-1.6080, 1.3834, -0.3697], [2.0626, 1.0609, 0.3409], [-1.1579, -1.8207, 1.3175], [1.0816, -0.7165, -1.2292], [1.4137, -2.1649, 0.6670], [-0.7694, -0.0719, 1.6318], [1.5492, -0.0371, 0.0100], [-1.1592, 1.6484, 0.6435], [1.8069, 1.1136, 1.4089], [-1.9770, -0.4120, -0.3441], [1.0992, -1.2418, 0.1728]],
  "lowdin_charge": [0.08, 0.05, 0.11, -0.25, 0.04, -0.36, 0.24, 0.02, 0.02, 0.16, 0.03, -0.19, 0.05, 0.15, 0.93, -0.06],
  "total_charge": 1,
  "homo_ha": [-0.4925, -0.4924],
  "homo_lumo_gap_ev": [7.4285, 7.4293]
}



Energetically preferred structure: a | next structure: +324.8 kJ/mol



--- a ---
{
  "formula": "C4H14O3",
  "method": "ωB97M-V/def2-TZVPD",
  "symbols": ["O", "H", "H", "C", "C", "H", "O", "H", "H", "H", "H", "H", "H", "H", "H", "H", "O", "C", "C", "H", "H"],
  "xyz": [[-2.7828, -1.3071, -1.7739], [0.9987, 1.2878, 1.4469], [-1.9445, -1.2910, 1.9968], [1.9219, -0.2808, -1.1430], [1.9451, 1.1146, 0.8992], [-0.8401, -0.6225, 1.2183], [-1.6812, -0.4350, 1.6542], [-3.7072, -1.5762, -1.7173], [-2.5503, 1.3940, 2.2694], [1.9944, -2.1907, -2.0767], [1.2935, 0.5416, -1.4639], [2.6566, -0.9751, 0.6422], [2.0428, -0.7889, -3.1973], [2.6742, 1.1429, 1.7170], [-1.7931, 2.2588, 1.2760], [-2.7029, -0.9750, -2.6763], [-2.2160, 2.2884, 2.1324], [2.4107, -1.1601, -2.2383], [1.9955, -0.2182, 0.1992], [3.5115, -1.2671, -2.2648], [2.2155, 2.0710, 0.4072]],
  "lowdin_charge": [-0.06, 0.06, 0.05, -0.20, -0.13, 0.04, -0.05, 0.03, 0.00, 0.09, 0.09, 0.10, 0.07, 0.07, 0.01, 0.03, -0.07, -0.10, -0.19, 0.08, 0.08],
  "homo_ha": -0.3378,
  "homo_lumo_gap_ev": 9.7674,
  "smiles": "C/C=C/C.O.O.O"
}



--- b ---
{
  "formula": "C4H14O3",
  "method": "ωB97M-V/def2-TZVPD",
  "symbols": ["C", "H", "C", "H", "H", "H", "H", "H", "H", "H", "H", "H", "O", "H", "C", "C", "O", "H", "H", "O", "H"],
  "xyz": [[-0.7608, 1.0167, -2.4283], [-2.0458, 2.1515, -0.4551], [-1.0534, 1.9050, -0.1077], [0.2668, 2.5277, 1.4641], [-0.5306, 1.9092, -3.0356], [2.5099, -2.9465, -0.3977], [1.0440, -3.1186, -0.0070], [1.6488, -0.8152, 1.1043], [-1.8450, 0.9687, -2.5314], [-1.9904, -2.5628, -0.2135], [0.3591, 0.5148, -0.6371], [2.5529, 0.3739, 1.2767], [1.6952, -2.4513, -0.2689], [-0.1914, 0.2330, -2.8903], [-0.6532, 1.9578, 1.3443], [-0.2674, 1.3221, -1.0232], [-1.4194, -2.1881, 0.4555], [-0.3025, 0.9614, 1.6550], [-1.1100, -1.3098, 0.2344], [1.9579, -0.1909, 1.7804], [-1.4571, 2.2372, 2.0265]],
  "lowdin_charge": [-0.12, 0.10, -0.17, 0.07, 0.07, 0.05, 0.04, -0.01, 0.07, 0.04, 0.08, 0.04, -0.06, 0.06, -0.10, -0.19, -0.04, 0.05, 0.01, -0.07, 0.07],
  "homo_ha": -0.3285,
  "homo_lumo_gap_ev": 9.4886,
  "smiles": "C/C=C/C.O.O.O"
}



Energetically preferred structure: b | next structure: +24.7 kJ/mol